DFT (ωB97M-V/def2-TZVPD) results for a structure of composition C9H25O6Ti.

Structure (XYZ):
```
41
Properties=species:S:1:pos:R:3:nbo_charge:R:1
Ti -0.17 -0.22 -0.54 0.773
C 1.83 1.79 2.47 -0.734
C 1.57 0.64 1.50 0.749
O 1.85 0.82 0.28 -0.817
O 1.13 -0.44 1.95 -0.776
H 1.70 2.77 2.00 0.215
H 2.87 1.73 2.77 0.235
H 1.20 1.80 3.36 0.219
C 2.50 -1.63 -2.10 -0.259
O 1.25 -0.99 -2.40 -0.763
H 2.39 -2.59 -1.58 0.170
H 3.07 -1.81 -3.02 0.172
H 3.03 -0.96 -1.42 0.213
H 0.67 -1.68 -2.76 0.483
C -2.37 0.61 2.75 -0.637
C -2.05 1.47 1.55 -0.069
O -2.27 0.76 0.32 -0.744
H -3.41 0.27 2.74 0.204
H -2.22 1.17 3.68 0.216
H -1.88 -0.36 2.82 0.232
H -1.00 1.78 1.59 0.176
H -2.60 2.42 1.58 0.173
H -3.18 0.94 0.06 0.492
C 0.00 3.71 -2.79 -0.636
C 0.32 2.49 -1.96 -0.071
O -0.53 1.36 -2.27 -0.758
H 0.03 3.53 -3.86 0.208
H 0.79 4.45 -2.62 0.220
H -0.94 4.17 -2.49 0.213
H 0.11 2.70 -0.91 0.183
H 1.36 2.18 -1.99 0.194
H -0.42 1.09 -3.18 0.490
C -0.97 -4.62 0.64 -0.630
C -0.11 -3.47 0.10 -0.061
O -0.54 -2.26 0.73 -0.787
H -0.81 -5.53 0.07 0.208
H -2.02 -4.35 0.46 0.214
H -0.93 -4.78 1.71 0.212
H -0.23 -3.36 -0.98 0.173
H 0.95 -3.67 0.30 0.171
H 0.03 -1.95 1.46 0.533
```

HOMO level (spin up / spin down): -3.9 / -9.1 eV
Total energy: -1658.7402 Eh
Orbital gap (spin up / spin down): 4.5 / 9.6 eV
Charge: 0
Spin multiplicity: 4